1.
Here is C9H44NO14 as an isolated structure in a non-equilibrium geometry from the OMol25 dataset. Energies are from the ωB97M-V functional and the def2-TZVPD basis.

- ΔE to the lowest compared entry with this formula, charge and spin: 393.9 kcal/mol
- Charge: -1
- Frontier orbital gap: 0.2360 Ha

Geometry (Å):
C1 2.03035 0.70047 -0.06448
C2 1.02869 -0.53838 -0.06762
C3 0.73024 -1.04262 1.37003
C4 -0.13323 -0.16431 2.22608
C5 -1.39206 -0.00289 1.40560
C6 -1.30503 0.54628 -0.00144
N1 -0.26490 -0.22543 -0.75287
O1 -0.29100 -0.02698 -2.17385
C7 -1.00235 2.09094 0.08879
C8 -2.73703 0.26791 -0.57896
C9 1.73525 -1.68821 -0.71285
H1 3.02430 0.30878 0.15172
H2 1.81256 1.49292 0.65156
H3 2.18090 1.20189 -1.02052
H4 1.68420 -1.21924 1.86688
H5 0.18814 -1.98596 1.30425
H6 0.38237 0.77719 2.41539
H7 -0.31346 -0.72456 3.14354
H8 -2.03520 0.52150 2.11235
H9 -1.80091 -1.00834 1.30551
H10 -1.64978 2.65419 0.76086
H11 -1.09886 2.67866 -0.82410
H12 0.02954 2.22950 0.41144
H13 -2.76521 -0.78418 -0.86253
H14 -2.83621 0.79520 -1.52776
H15 -3.57543 0.63434 0.01342
H16 1.14859 -2.59396 -0.86629
H17 2.59706 -1.99898 -0.12225
H18 2.00603 -1.39188 -1.72624
O2 1.54058 -4.02227 -0.12191
H19 2.09016 -3.54170 -0.74098
H20 1.38749 -4.86799 -0.54326
O3 -1.11250 4.15838 0.13055
H21 -1.11558 3.20435 0.20826
H22 -1.98095 4.37430 -0.20917
O4 1.17323 3.91473 1.61332
H23 1.69020 4.45830 1.01874
H24 0.29465 3.91216 1.23343
O5 -1.35077 -2.51887 -1.43644
H25 -1.79158 -2.77725 -0.62702
H26 -0.96051 -1.66810 -1.23613
O6 0.14477 1.03092 4.81607
H27 -0.55577 1.41268 4.28717
H28 0.03312 0.08555 4.71593
O7 1.66485 1.34590 -3.21541
H29 1.15435 0.64666 -3.62368
H30 1.43189 1.30299 -2.28798
O8 -4.78572 0.15252 -1.34362
H31 -3.86444 -0.08656 -1.24204
H32 -5.08436 -0.35737 -2.09666
O9 -2.39365 -0.33734 -3.14697
H33 -1.79668 -0.27500 -2.40134
H34 -1.94940 -0.92105 -3.76192
O10 0.72673 -0.99746 -3.51242
H35 0.50196 -0.52804 -2.70907
H36 1.17404 -1.78826 -3.21113
O11 2.10887 0.14706 3.10566
H37 1.45240 0.65500 3.58240
H38 1.68909 -0.06531 2.27204
O12 4.78178 1.00045 -1.30172
H39 3.94244 0.67385 -0.97758
H40 4.64790 1.94225 -1.40813
O13 0.99304 -3.02099 -2.60299
H41 1.88446 -3.01537 -2.25430
H42 0.44868 -2.72111 -1.87499
O14 -2.00022 -0.46410 4.46227
H43 -1.10734 -0.66866 4.18453
H44 -2.48509 -1.27885 4.33067

2.
Here is C9H4Cl7NO5V as an isolated structure from the OMol25 dataset. Energies are from the ωB97M-V functional and the def2-TZVPD basis.

- ΔE to the lowest compared entry with this formula, charge and spin: 0.8 kcal/mol
- Multiplicity: 3
- Charge: -1
- Frontier orbital gap (spin up / spin down): 0.3059 / 0.3120 Ha

Geometry (Å):
V1 -0.95342 -0.45541 -0.96156
Cl1 3.92067 -0.31742 4.48991
C1 2.53878 -0.38965 3.42136
C2 2.73237 -0.59266 2.06894
C3 1.62395 -0.64650 1.24737
Cl2 1.83877 -0.90245 -0.46463
C4 0.30634 -0.50485 1.70846
O1 -0.73460 -0.57690 0.92724
C5 0.17568 -0.30044 3.09352
Cl3 -1.41720 -0.11446 3.75349
C6 1.26528 -0.24134 3.94128
H1 3.72524 -0.70753 1.65832
H2 1.11653 -0.07985 4.99929
Cl4 -3.80041 -1.82860 -0.63384
C7 -3.00039 -0.24162 -1.00360
H3 -3.30296 0.46118 -0.22711
H4 -3.38667 0.10099 -1.96409
Cl5 0.20947 3.43665 -4.50607
C8 -0.05592 2.01174 -3.50566
Cl6 -1.54747 1.20822 -4.03648
Cl7 1.32841 0.90278 -3.70582
C9 -0.17049 2.39284 -1.98203
O2 0.09988 3.52023 -1.65477
O3 -0.50534 1.42226 -1.21267
O4 -0.77907 -2.97248 -0.87278
N1 -0.62163 -2.90619 -2.07491
O5 -0.60579 -1.67854 -2.50314

3.
Here is a 16-piece molecular cluster, C9H50BClN4O17P overall from the OMol25 dataset. Energies are from the ωB97M-V functional and the def2-TZVPD basis.

- Charge: +1
- Frontier orbital gap: 0.3360 Ha

Geometry (Å):
C1 -1.37234 1.95709 -0.39158
C2 -0.81642 0.57016 -0.08177
C3 0.64371 0.39097 -0.48992
Cl1 1.76294 0.55018 0.92408
C4 0.98005 -0.93655 -1.06797
N1 1.85436 -1.18053 -2.02268
C5 2.58844 -0.13337 -2.74518
C6 1.73672 0.48737 -3.85455
N2 1.20500 -0.41059 -4.85157
C7 1.98481 -2.56180 -2.23132
B1 2.95215 -3.31500 -3.21749
C8 3.63532 -4.64485 -2.75414
O1 3.17047 -2.81752 -4.48669
C9 1.10520 -3.14227 -1.35779
N3 0.83665 -4.46690 -1.08580
N4 0.47027 -2.12626 -0.63595
P1 -0.72659 -2.41869 0.58967
O2 -2.12380 -2.26611 0.13004
H1 -0.76789 2.50439 -1.11375
H2 -2.37067 1.85782 -0.80309
H3 -1.43803 2.56424 0.50177
H4 -0.86288 0.48697 1.00566
H5 -1.44663 -0.19221 -0.52422
H6 0.94576 1.18392 -1.16389
H7 2.86877 0.62947 -2.01937
H8 3.50807 -0.57320 -3.11671
H9 0.89942 1.00591 -3.38117
H10 2.33585 1.25310 -4.34488
H11 1.89268 -0.72338 -5.52140
H12 0.74110 -1.22125 -4.46509
H13 3.24507 -5.49283 -3.32159
H14 4.71037 -4.56529 -2.92310
H15 3.50894 -4.81953 -1.68675
H16 4.01365 -2.38718 -4.65570
H17 1.49046 -5.09191 -1.53468
H18 -0.11588 -4.78380 -1.23342
H19 -0.34162 -1.61998 1.66572
H20 -0.41628 -3.73066 0.93790
O3 -0.76559 4.54824 1.40568
H21 -0.00985 4.61735 2.00078
H22 -1.42283 5.07514 1.87864
O4 -3.94117 0.16412 0.34038
H23 -4.42312 0.32076 -0.48034
H24 -3.43629 -0.64388 0.17261
O5 -0.78019 -5.64192 2.24007
H25 -1.36261 -6.13306 1.64743
H26 -0.89254 -6.07879 3.09113
O6 2.24816 -5.32499 2.15162
H27 1.59583 -4.85838 2.68234
H28 2.12833 -4.96915 1.26567
O7 -2.75871 -0.03885 2.89740
H29 -3.20740 0.44304 2.18989
H30 -2.53054 -0.87999 2.49536
O8 -0.78969 5.92065 3.76052
H31 -0.46749 6.80108 3.52351
H32 -0.87056 5.94175 4.72280
O9 -0.62174 8.86080 2.59110
H33 -0.27853 9.04861 1.71316
H34 -1.43478 9.37187 2.67893
O10 5.35865 -6.95652 -1.34752
H35 4.66630 -7.55624 -1.05102
H36 6.01781 -7.00210 -0.64691
O11 -1.67060 0.44358 -2.86021
H37 -2.14411 0.63679 -3.67830
H38 -1.17529 -0.35294 -3.07679
O12 -2.26007 9.92296 4.71599
H39 -1.88706 9.28498 5.33603
H40 -1.95661 10.78380 5.02012
O13 -5.35559 2.76052 -0.02903
H41 -4.97289 2.16048 0.62130
H42 -5.07803 3.63551 0.25862
O14 -2.54901 -5.33262 -0.83317
H43 -2.19723 -4.45204 -0.67926
H44 -3.28619 -5.20683 -1.43931
O15 -3.43524 7.85400 6.19818
H45 -3.86925 8.69457 6.01488
H46 -4.12879 7.19147 6.13803
O16 -0.32832 5.25514 6.71813
H47 -0.87700 4.52171 7.01228
H48 0.38739 5.30163 7.35848
O17 4.11409 -6.20267 -6.11474
H49 4.83815 -6.23436 -5.48173
H50 3.52298 -5.51511 -5.79430